ORCA calculation (ωB97M-V/def2-TZVPD) on a 5-piece molecular cluster, C2H14NO5 overall in a non-equilibrium geometry.

Geometry as XYZ:
```
22
C2H14NO5 | the OMol25 dataset | ωB97M-V/def2-TZVPD
C -0.130 -1.442 0.820
O 1.247 -1.952 0.516
C -0.842 -1.309 -0.542
N -2.213 -0.843 -0.304
H -0.169 -0.483 1.309
H -0.576 -2.154 1.493
H -0.870 -2.215 -1.131
H -0.288 -0.545 -1.094
H -2.791 -1.756 -0.267
H -2.699 -0.405 -1.113
H 0.731 2.391 -0.163
H 1.050 1.229 0.656
O 0.452 1.993 0.677
H -2.412 0.780 1.181
H -1.294 1.712 1.664
O -2.241 1.464 1.851
H 1.479 0.978 -2.835
H 2.189 1.170 -1.468
O 2.024 1.697 -2.309
H 3.260 0.213 0.351
H 1.751 -1.012 0.438
O 2.342 0.488 0.268
```

Output
energy relative to the best compared isomer or geometry (same formula, charge and spin): 0.766 eV
highest occupied orbital energy: -5.19 eV
electronic energy: -515.58409 Eh
charge: -1
maximum force: 3.52 eV/A